# C4H6N2O

One molecule with the formula C4H6N2O (ωB97M-V with the def2-TZVPD basis set, OMol25).

HOMO-LUMO gap (spin up / spin down)   7.55 / 7.55 eV
E_HOMO (spin up / spin down)   -6.980 / -6.981 eV
Relative energy (zero: lowest compared OMol25 entry of this formula, charge and spin)   4.3469 eV
DFT total energy   -9269.1549 eV
F_max   0.94 eV Å⁻¹

Cartesian coordinates (Å):
C (0.781, -0.028, -2.141)
O (0.126, 0.878, -1.236)
C (-0.183, 0.406, -0.112)
C (0.124, -0.958, 0.299)
N (-0.185, -0.993, 1.727)
C (-0.528, 0.200, 2.048)
N (-0.508, 1.122, 1.004)
H (0.237, -0.979, -2.178)
H (1.191, -1.006, -0.174)
H (0.715, 0.483, -3.100)
H (-0.376, -1.777, -0.231)
H (-0.880, 0.525, 3.026)
H (-0.514, 2.128, 1.069)

These are the Löwdin partial charges, in e, on atoms 1 to 5:
1. C -0.08
2. O -0.03
3. C -0.37
4. C -0.15
5. N 0.07